Entry from OMol25: C20H25N2O6PPt as an isolated structure (ωB97M-V/def2-TZVPD).

```
55
Properties=species:S:1:pos:R:3:forces:R:3:lowdin_charge:R:1
Pt 0.082502 0.246645 0.552263 -0.1 0.4 0.3 1.128
O 3.720770 -3.690757 -0.372360 0.1 -0.1 -0.1 0.063
C 4.160024 -2.673937 -1.129655 0.0 -0.1 -0.1 -0.269
C 5.330884 -2.877295 -1.861979 0.0 0.0 0.0 -0.014
C 5.825892 -1.883953 -2.680642 0.0 0.0 0.0 -0.083
C 5.166683 -0.661649 -2.792168 0.0 0.0 0.0 -0.093
C 4.012312 -0.454384 -2.066079 0.0 0.0 0.0 -0.027
C 3.494359 -1.440998 -1.224287 0.0 0.0 0.0 -0.081
C 2.277142 -1.159326 -0.444378 -0.3 0.0 0.2 -0.417
O 1.775018 0.051858 -0.526111 0.1 -0.1 0.1 -0.240
N 1.748940 -2.107715 0.268875 0.1 0.1 -0.2 0.032
N 0.703312 -1.726335 1.111024 0.0 0.2 -0.2 -0.067
C -0.495887 -1.989789 0.662361 -0.1 -0.8 0.0 -0.173
C -1.680437 -1.932807 1.546944 -0.1 0.1 0.0 -0.178
C -2.354792 -3.106989 1.873265 0.0 0.0 0.0 -0.045
C -3.439152 -3.078529 2.729371 0.0 0.0 0.0 -0.103
C -3.858288 -1.855637 3.248162 0.0 0.1 0.0 -0.089
C -3.215057 -0.680025 2.914808 0.0 -0.1 0.0 -0.012
C -2.119882 -0.703187 2.041603 -0.1 0.1 0.0 -0.363
O -1.554535 0.441777 1.672675 0.1 0.0 0.0 -0.286
H 2.873295 -3.414650 0.040072 -0.1 0.0 0.1 0.064
H 5.825983 -3.834602 -1.769784 0.0 0.0 0.0 0.117
H 6.733602 -2.062964 -3.243154 0.0 0.0 0.0 0.103
H 5.552801 0.114148 -3.439146 0.0 0.0 0.0 0.097
H 3.478833 0.483664 -2.135304 0.0 0.0 0.0 0.099
H -0.578190 -2.492748 -0.303779 0.0 -0.1 0.0 0.139
H -2.011667 -4.049030 1.460136 0.0 0.0 0.0 0.114
H -3.954770 -3.992549 2.989268 0.0 0.0 0.0 0.097
H -4.709032 -1.821692 3.917658 0.0 0.0 0.0 0.102
H -3.547837 0.275256 3.298151 0.0 0.0 0.0 0.114
C 1.218601 3.047760 3.319678 0.0 0.0 0.1 -0.069
C 1.884659 2.625824 2.035075 -0.2 0.1 -0.1 -0.258
O 1.174775 3.173303 0.891623 0.1 0.0 0.2 -0.255
P -0.039733 2.426066 0.173673 0.3 0.2 0.2 0.578
O -1.378566 3.096568 0.633235 -0.1 -0.1 0.1 -0.239
C -1.594558 4.525997 0.529462 0.0 0.0 0.0 -0.242
C -1.984612 5.053524 1.886315 0.0 0.0 0.0 -0.060
O 0.114815 2.999221 -1.284538 0.1 0.1 -0.5 -0.235
C 1.402952 2.995496 -1.957749 -0.1 -0.1 0.0 -0.252
C 1.927238 4.406149 -2.052313 0.0 0.0 0.0 -0.066
H 1.799700 2.684082 4.168818 0.0 0.0 0.0 0.084
H 0.214842 2.624919 3.389371 0.0 0.0 0.0 0.079
H 1.154811 4.134060 3.388042 0.0 0.0 0.0 0.077
H 1.917184 1.539673 1.945965 0.0 0.0 0.0 0.084
H 2.898884 3.009497 1.943859 0.0 0.0 0.0 0.123
H -2.390127 4.663397 -0.201748 0.0 0.0 0.0 0.125
H -0.693917 5.011973 0.151134 0.0 0.0 0.0 0.111
H -2.854559 4.519654 2.266841 0.0 0.0 0.0 0.086
H -2.232068 6.113586 1.813666 0.0 0.0 0.0 0.083
H -1.167233 4.938614 2.597426 0.0 0.0 0.0 0.066
H 1.217251 2.562742 -2.939420 0.0 0.0 0.0 0.126
H 2.089192 2.340041 -1.422024 0.0 0.0 0.0 0.087
H 1.220470 5.046874 -2.579630 0.0 0.0 0.0 0.082
H 2.871673 4.414767 -2.598438 0.0 0.0 0.0 0.082
H 2.102134 4.815436 -1.057678 0.0 0.0 0.0 0.073
```
Positions in Å, forces in eV/Å.

E_LUMO: 0.148 eV
max |F|: 0.8 eV Å⁻¹
ΔE to the lowest compared entry with this formula, charge and spin: 0.00 kJ/mol
E_HOMO: -0.28834 hartree
Kohn-Sham gap: 7.99 eV